Entry 1:
Molecular formula: C18H26IN3O5S2
Method: DFT, ωB97M-V with the def2-TZVPD basis set

Each line ends with the Mulliken charge.
Atoms and positions in Å:
C (3.131, -1.779, 2.454)  -0.66
C (4.381, -2.165, 1.558)  -0.20
O (4.076, -2.611, 0.232)  -0.50
C (3.390, -1.638, -0.555)  0.60
C (4.248, -0.388, -0.993)  -0.51
O (4.534, 0.566, 0.034)  -0.45
C (3.369, 1.217, 0.546)  0.46
C (2.684, 2.246, -0.470)  -0.70
O (1.275, 2.304, -0.207)  -0.36
C (0.521, 1.421, -1.035)  -1.19
C (-0.206, 0.297, -0.191)  0.30
C (-0.322, -1.079, -0.698)  1.36
S (0.329, -1.522, -2.355)  -0.15
C (-0.972, -2.202, 0.093)  0.72
C (-1.085, -3.691, -0.376)  -0.90
C (-1.885, -3.912, -1.718)  0.19
O (-3.050, -3.681, -1.830)  -0.45
I (-0.851, -4.736, -3.475)  -0.01
C (-1.537, -1.886, 1.407)  -1.41
C (-1.474, -0.487, 1.972)  0.38
N (-1.963, -0.065, 3.210)  -0.64
S (-1.552, 1.540, 3.257)  0.13
N (-0.789, 1.870, 1.809)  -0.50
C (-0.798, 0.624, 1.165)  0.49
H (3.229, -0.717, 2.825)  0.19
H (3.066, -2.444, 3.366)  0.37
H (2.141, -1.884, 1.926)  0.04
H (5.160, -1.342, 1.597)  0.19
H (4.878, -3.044, 2.073)  0.40
H (3.107, -2.167, -1.518)  0.29
H (2.393, -1.312, -0.118)  -0.56
H (5.250, -0.793, -1.338)  0.36
H (3.778, 0.060, -1.924)  0.23
H (2.584, 0.531, 0.968)  -0.33
H (3.726, 1.851, 1.415)  0.34
H (2.957, 2.073, -1.546)  0.34
H (3.090, 3.272, -0.210)  0.26
H (-0.266, 1.958, -1.645)  0.39
H (1.194, 0.886, -1.762)  0.30
H (-0.257, -0.650, -3.258)  0.20
H (-1.584, -4.290, 0.439)  0.37
H (-0.042, -4.113, -0.505)  0.35
H (-2.007, -2.688, 2.024)  0.27
C (-3.369, 2.835, -0.047)  -1.03
C (-4.099, 3.220, -1.308)  0.55
O (-3.513, 3.630, -2.298)  -0.67
N (-5.455, 3.097, -1.319)  -0.15
C (-6.324, 2.634, -0.257)  -0.79
H (-2.301, 2.987, -0.191)  0.21
H (-3.697, 3.461, 0.785)  0.45
H (-3.540, 1.781, 0.181)  0.35
H (-5.874, 3.372, -2.195)  0.24
H (-6.876, 1.763, -0.615)  0.27
H (-7.032, 3.429, -0.017)  0.28
H (-5.768, 2.364, 0.638)  0.31

* energy relative to the best compared isomer or geometry (same formula, charge and spin): 2.167 eV

Entry 2:
Molecular formula: C18H26N2O3S2
Method: DFT, ωB97M-V with the def2-TZVPD basis set

Each line ends with the Mulliken charge.
Atoms and positions in Å:
C (3.527, 0.500, 5.522)  -1.14
C (3.428, 1.433, 4.157)  -1.35
N (2.183, 1.088, 3.646)  0.21
C (1.324, 2.194, 3.822)  -1.37
C (1.322, 3.243, 2.700)  -0.89
C (1.799, -0.034, 2.998)  0.47
S (0.484, 0.035, 1.943)  -0.24
S (3.100, -1.239, 2.753)  -0.17
C (2.658, -1.994, 1.119)  -1.05
C (3.739, -1.426, -0.001)  -0.78
C (3.437, 0.214, 0.014)  0.31
O (3.837, 1.162, 0.656)  -0.49
N (2.186, 0.491, -0.702)  0.01
C (1.194, -0.051, -1.323)  0.62
O (1.213, -1.424, -1.420)  -0.67
O (0.010, 0.686, -1.478)  -0.42
C (-1.021, 0.096, -2.086)  0.21
C (-0.916, -0.558, -3.540)  -0.54
C (-2.081, -1.126, -3.908)  -0.73
C (-3.282, -0.702, -3.352)  1.02
C (-4.643, -1.318, -4.063)  -0.34
C (-5.701, -0.072, -4.188)  -1.36
C (-5.183, -2.369, -3.187)  -1.36
C (-3.262, -0.263, -2.048)  -0.79
C (-2.142, 0.260, -1.591)  0.18
H (3.273, -0.499, 5.347)  0.42
H (2.802, 0.987, 6.009)  0.40
H (4.518, 0.755, 5.919)  0.36
H (3.871, 2.230, 4.279)  1.07
H (4.289, 0.771, 3.412)  0.16
H (1.324, 2.685, 4.678)  0.58
H (0.344, 1.826, 3.647)  0.62
H (1.166, 2.784, 1.659)  0.02
H (2.268, 3.532, 2.352)  0.40
H (0.631, 4.065, 2.813)  0.42
H (2.827, -3.187, 1.248)  0.33
H (1.732, -2.141, 1.073)  0.84
H (3.393, -1.804, -0.910)  0.49
H (4.768, -1.572, 0.361)  0.38
H (1.892, 1.318, -0.459)  0.13
H (0.050, -0.584, -3.950)  0.47
H (-1.960, -1.677, -5.018)  0.09
H (-4.356, -1.749, -4.874)  0.76
H (-5.002, 0.537, -5.041)  0.23
H (-6.442, -0.607, -4.688)  0.46
H (-5.973, 0.268, -3.339)  0.49
H (-6.102, -2.645, -3.603)  0.48
H (-4.566, -3.210, -2.925)  0.35
H (-5.633, -1.841, -2.068)  0.16
H (-4.134, 0.209, -1.845)  0.38
H (-2.193, 0.721, -0.522)  0.19

* SMILES: CCN(CC)C(=S)SCCC(=O)NC(=O)Oc1ccc(C(C)C)cc1
* energy relative to the best compared isomer or geometry (same formula, charge and spin): 13.686 eV

Entry 3:
Molecular formula: C18H26N2O6S
Method: DFT, ωB97M-V with the def2-TZVPD basis set

Each line ends with the Mulliken charge.
Atoms and positions in Å:
C (3.985, -6.295, -0.793)  -1.30
C (2.897, -5.823, 0.162)  -0.16
C (1.532, -6.400, -0.209)  -0.68
C (0.432, -5.904, 0.717)  -0.62
O (0.267, -4.502, 0.519)  -0.16
C (-0.702, -3.916, 1.237)  0.53
O (-1.406, -4.523, 2.010)  -0.64
C (-0.808, -2.465, 0.972)  0.21
C (0.034, -1.809, 0.078)  -0.84
C (-0.101, -0.454, -0.149)  -0.49
C (-1.085, 0.270, 0.521)  0.89
N (-1.286, 1.634, 0.336)  0.21
C (-0.623, 2.485, -0.468)  -0.05
O (0.222, 2.193, -1.293)  -0.76
C (-1.166, 3.929, -0.357)  0.30
C (-0.174, 4.931, -0.947)  -0.87
C (0.798, 5.459, 0.088)  -0.99
S (1.758, 4.156, 0.940)  1.18
C (2.812, 3.399, -0.318)  -0.96
O (0.850, 3.170, 1.464)  -0.55
O (2.602, 4.836, 1.884)  -0.70
N (-2.440, 3.997, -1.056)  -0.22
C (-3.600, 3.616, -0.472)  0.80
C (-4.812, 3.747, -1.361)  -1.35
O (-3.643, 3.216, 0.676)  -0.68
C (-1.928, -0.385, 1.422)  -0.41
C (-1.790, -1.737, 1.644)  -1.07
H (3.760, -5.987, -1.812)  0.33
H (4.948, -5.875, -0.512)  0.37
H (4.065, -7.380, -0.774)  0.32
H (3.149, -6.125, 1.181)  0.27
H (2.837, -4.734, 0.142)  0.21
H (1.562, -7.490, -0.156)  0.41
H (1.282, -6.114, -1.233)  0.29
H (0.685, -6.087, 1.768)  0.37
H (-0.521, -6.404, 0.508)  0.36
H (0.795, -2.370, -0.441)  0.43
H (0.551, 0.051, -0.842)  0.48
H (-2.012, 2.044, 0.921)  0.19
H (-1.366, 4.147, 0.697)  0.53
H (-0.725, 5.775, -1.370)  0.33
H (0.371, 4.436, -1.755)  0.34
H (0.286, 5.979, 0.895)  0.40
H (1.540, 6.124, -0.347)  0.49
H (3.491, 2.735, 0.201)  0.38
H (2.179, 2.841, -0.997)  0.32
H (3.360, 4.187, -0.816)  0.35
H (-2.416, 4.182, -2.047)  0.28
H (-4.747, 3.027, -2.175)  0.33
H (-5.706, 3.542, -0.780)  0.36
H (-4.873, 4.748, -1.782)  0.35
H (-2.689, 0.180, 1.940)  0.45
H (-2.435, -2.256, 2.337)  0.45

* SMILES: CCCCOC(=O)c1ccc(NC(=O)[C@@H](CCS(C)(=O)=O)NC(C)=O)cc1
* energy relative to the best compared isomer or geometry (same formula, charge and spin): 0.000 eV

| no. | orbital gap (eV) | total energy (eV) |
| --- | --- | --- |
| 1 | 7.708 | -63562.533 |
| 2 | 8.401 | -49869.019 |
| 3 | 8.955 | -45190.030 |